P | A 2-piece molecular cluster, C2H10N2O overall, computed with ωB97M-V/def2-TZVPD.

CARTESIAN COORDINATES (ANGSTROEM)
1 N 2.198 2.281 -1.741
2 C 0.800 2.574 -1.473
3 N -0.180 2.059 -2.435
4 H 2.487 2.541 -2.676
5 H 2.427 1.316 -1.558
6 H 0.560 2.183 -0.485
7 H 0.708 3.662 -1.473
8 H 0.136 1.883 -3.376
9 H -0.647 1.242 -2.073
10 C -1.323 -3.013 2.596
11 O -2.114 -3.727 3.591
12 H -0.378 -3.527 2.425
13 H -1.873 -3.102 1.673
14 H -1.239 -1.999 2.953
15 H -1.560 -4.373 4.051

- Kohn-Sham gap (eV) = 9.714
- molar mass (g mol⁻¹) = 78.11
- SMILES = NCN.CO
- LUMO energy (eV) = 0.775

Q | A 2-piece molecular cluster, C2H10N2O overall, computed with ωB97M-V/def2-TZVPD.

CARTESIAN COORDINATES (ANGSTROEM)
1 N -0.493 -1.765 0.389
2 C 0.055 -0.542 -0.136
3 C -0.365 -0.194 -1.566
4 N 0.100 1.119 -1.989
5 H -1.467 -1.899 0.126
6 H -0.480 -1.809 1.399
7 H 1.151 -0.630 -0.195
8 H -0.028 0.357 0.452
9 H 0.042 -0.988 -2.201
10 H -1.452 -0.219 -1.704
11 H -0.617 1.805 -1.804
12 H 0.928 1.431 -1.501
13 O 1.118 1.022 2.658
14 H 0.722 1.890 2.748
15 H 0.787 0.422 3.326

- Kohn-Sham gap (eV) = 9.653
- molar mass (g mol⁻¹) = 78.12
- SMILES = NCCN.O
- LUMO energy (eV) = 0.656

What is the stability order? It is Q, P, from most stable to least stable.

P | One molecule with the formula C4H8N2S2, computed with ωB97M-V/def2-TZVPD.

CARTESIAN COORDINATES (ANGSTROEM)
1 S -2.420 -0.994 0.037
2 C -0.764 -0.731 -0.660
3 C -0.618 0.679 -1.247
4 N 0.095 1.614 -0.790
5 N 0.892 1.334 0.265
6 C 0.581 0.245 1.169
7 C 0.378 -1.018 0.331
8 S 1.930 -1.521 -0.491
9 H -2.657 0.301 0.470
10 H -0.715 -1.459 -1.485
11 H -1.255 0.935 -2.097
12 H 1.116 2.199 0.722
13 H 1.394 0.125 1.853
14 H -0.368 0.433 1.696
15 H 0.069 -1.868 0.973
16 H 2.341 -0.274 -0.745

- Kohn-Sham gap (eV) = 9.661
- molar mass (g mol⁻¹) = 148.26
- SMILES = S[C@H]1C=NNC[C@@H]1S
- LUMO energy (eV) = 0.710

Q | One molecule with the formula C4H8N2S2, computed with ωB97M-V/def2-TZVPD.

CARTESIAN COORDINATES (ANGSTROEM)
1 S 0.394 -0.507 2.453
2 C -0.552 0.261 1.178
3 C -0.271 -0.050 -0.339
4 S -0.437 -1.867 -0.686
5 C -1.115 0.955 -1.183
6 N -0.409 1.810 -1.774
7 N 0.926 1.751 -1.226
8 C 1.199 0.468 -0.707
9 H 1.409 0.479 2.627
10 H -1.640 0.067 1.640
11 H -0.281 1.328 1.293
12 H -1.075 -1.627 -2.002
13 H -2.049 0.401 -1.520
14 H 1.475 2.363 -1.699
15 H 1.773 -0.184 -1.409
16 H 1.899 0.426 0.097

- Kohn-Sham gap (eV) = 9.425
- molar mass (g mol⁻¹) = 148.26
- SMILES = SC[C@@]1(S)C=NNC1
- LUMO energy (eV) = 0.567

What is the stability order? It is P, Q, from most stable to least stable.

P | A 2-piece molecular cluster, C5H12SSi overall, computed with ωB97M-V/def2-TZVPD.

CARTESIAN COORDINATES (ANGSTROEM)
1 C 1.161 -1.491 -0.945
2 Si 1.543 -0.003 -0.084
3 C 2.708 -0.255 1.395
4 C 0.722 1.682 -0.148
5 C 0.724 2.334 -1.480
6 S -0.053 2.367 1.117
7 H 0.336 -1.851 -1.651
8 H 1.997 -2.165 -0.962
9 H 3.800 -0.519 1.222
10 H 2.746 0.707 1.945
11 H 2.222 -1.107 1.988
12 H 1.661 2.977 -1.541
13 H -0.143 3.086 -1.481
14 H 0.633 1.452 -2.193
15 C -2.595 -0.507 -0.237
16 H -3.179 -0.524 0.661
17 H -2.740 0.379 -0.864
18 H -2.580 -1.412 -0.819
19 H -1.459 -0.364 0.133

- Kohn-Sham gap (eV) = 7.051
- molar mass (g mol⁻¹) = 132.30
- SMILES = C=[Si](C)C(C)=S.C
- LUMO energy (eV) = -1.013

Q | One molecule with the formula C5H12SSi, computed with ωB97M-V/def2-TZVPD.

CARTESIAN COORDINATES (ANGSTROEM)
1 C 3.457 0.133 -0.922
2 C 2.316 0.730 -0.581
3 S 1.377 0.158 1.225
4 Si -0.704 -0.011 0.548
5 C -1.982 0.489 1.826
6 C -0.787 -1.944 0.127
7 C -0.998 0.969 -1.140
8 H 4.021 0.387 -1.820
9 H 3.620 -0.833 -0.428
10 H 1.658 1.519 -0.871
11 H -2.381 -0.512 2.038
12 H -1.493 0.871 2.691
13 H -2.602 1.195 1.339
14 H -0.722 -2.097 -0.897
15 H 0.105 -2.348 0.722
16 H -1.742 -2.324 0.519
17 H -1.610 0.462 -1.863
18 H -1.559 2.004 -0.908
19 H 0.025 1.153 -1.606

- Kohn-Sham gap (eV) = 9.453
- molar mass (g mol⁻¹) = 132.30
- SMILES = C=CS[Si](C)(C)C
- LUMO energy (eV) = 0.754

What is the stability order? It is Q, P, from most stable to least stable.

P | A 2-piece molecular cluster, C2H6NO2P overall, computed with ωB97M-V/def2-TZVPD.

CARTESIAN COORDINATES (ANGSTROEM)
1 C -0.892 -0.740 1.004
2 C -0.078 0.196 0.070
3 N 1.322 0.043 0.290
4 O 1.727 -0.168 1.403
5 O 2.042 0.245 -0.680
6 P -0.581 -0.049 -1.731
7 H -0.899 -0.262 1.904
8 H -1.863 -0.913 0.588
9 H -0.244 -1.617 1.045
10 H -0.346 1.852 0.542
11 H -0.968 1.353 -2.061
12 H 0.781 0.060 -2.375

- Kohn-Sham gap (eV) = 8.480
- molar mass (g mol⁻¹) = 107.05
- LUMO energy (eV) = -1.169

Q | C2H6NO2P as an isolated structure, computed with ωB97M-V/def2-TZVPD.

CARTESIAN COORDINATES (ANGSTROEM)
1 C 1.382 -0.938 0.595
2 C 0.096 -0.246 0.076
3 N -1.067 -0.837 0.065
4 O -1.975 -0.012 -0.514
5 O -1.395 -1.911 0.473
6 P -0.423 1.288 -0.590
7 H 1.575 -1.543 -0.231
8 H 1.984 -0.182 0.925
9 H 0.984 -1.518 1.400
10 H 0.753 2.341 -0.511
11 H -0.742 1.639 -1.978
12 H -1.172 1.920 0.291

- Kohn-Sham gap (eV) = 9.586
- molar mass (g mol⁻¹) = 107.05
- LUMO energy (eV) = 0.533

What is the stability order? It is Q, P, from most stable to least stable.